Entry P
A cluster of 12 separate species, C12H48N24O12 in total, computed with ωB97M-V with the def2-TZVPD basis set.

Geometry as ORCA input:
```
! RIJCOSX wB97M-V def2-TZVPD def2/J DEFGRID3
* xyz 0 1
C 2.013 4.127 -1.926
O 2.989 3.379 -1.859
N 1.912 5.116 -2.871
N 0.866 3.891 -1.226
H 1.158 5.774 -2.785
H 2.736 5.373 -3.381
H 0.064 4.480 -1.355
H 0.728 3.018 -0.731
C 3.145 -0.135 -3.825
O 2.250 -0.347 -3.010
N 3.751 -1.119 -4.559
N 3.681 1.100 -4.038
H 3.489 -2.026 -4.204
H 4.187 -1.025 -5.454
H 3.360 1.899 -3.511
H 4.445 1.143 -4.683
C -5.445 -0.246 3.106
O -4.213 -0.200 2.958
N -6.018 -0.734 4.254
N -6.304 0.302 2.227
H -5.516 -1.358 4.856
H -6.952 -0.479 4.515
H -7.280 0.180 2.432
H -5.989 0.507 1.275
C 2.642 -4.312 -3.283
O 2.336 -3.826 -4.365
N 2.136 -3.807 -2.114
N 3.459 -5.397 -3.156
H 2.410 -4.216 -1.242
H 1.520 -3.024 -2.240
H 3.737 -5.905 -3.973
H 3.613 -5.792 -2.248
C -1.230 -0.580 5.143
O -0.909 0.142 4.220
N -0.439 -0.744 6.263
N -2.370 -1.341 5.135
H 0.285 -0.059 6.359
H -0.576 -1.565 6.820
H -3.073 -1.176 4.433
H -2.457 -2.065 5.825
C -1.202 -3.900 1.225
O -0.438 -2.963 1.017
N -1.626 -4.783 0.277
N -1.655 -4.153 2.490
H -1.905 -5.698 0.585
H -1.255 -4.714 -0.654
H -2.441 -4.768 2.592
H -1.323 -3.572 3.238
C -4.546 0.160 -0.781
O -5.440 0.925 -0.441
N -3.711 -0.469 0.092
N -4.309 -0.167 -2.082
H -3.868 -0.428 1.088
H -2.941 -0.964 -0.315
H -3.660 -0.881 -2.355
H -4.830 0.320 -2.789
C -3.165 3.527 2.021
O -2.797 4.605 1.592
N -4.112 3.341 2.999
N -2.606 2.359 1.575
H -4.314 4.134 3.580
H -4.097 2.422 3.409
H -2.793 1.433 1.907
H -1.900 2.431 0.856
C 0.082 0.604 0.279
O 0.088 1.833 0.218
N 0.860 -0.154 -0.558
N -0.798 -0.140 0.999
H 1.505 0.313 -1.174
H 0.844 -1.145 -0.393
H -0.800 -1.126 0.777
H -1.323 0.235 1.764
C 4.396 2.480 1.316
O 5.027 3.459 0.958
N 4.797 1.721 2.385
N 3.281 2.016 0.679
H 4.254 0.941 2.709
H 5.538 2.071 2.961
H 2.635 1.411 1.158
H 2.892 2.511 -0.119
C -1.057 1.756 -4.013
O -0.643 2.446 -4.925
N -2.410 1.735 -3.683
N -0.264 0.985 -3.214
H -2.775 0.955 -3.153
H -2.936 2.006 -4.500
H 0.701 0.826 -3.447
H -0.661 0.429 -2.480
C 5.539 -1.174 -0.569
O 5.772 -2.319 -0.923
N 6.464 -0.374 0.066
N 4.350 -0.544 -0.817
H 7.379 -0.726 0.266
H 6.123 0.453 0.526
H 4.195 0.420 -0.573
H 3.741 -1.056 -1.430
*
```

SMILES: NC(N)=O.NC(N)=O.NC(N)=O.NC(N)=O.NC(N)=O.NC(N)=O.NC(N)=O.NC(N)=O.NC(N)=O.NC(N)=O.NC(N)=O.NC(N)=O
Frontier orbital gap (Ha): 0.317

Löwdin atomic charge list, values in e, 6 entries:
1 C -0.633
2 O -0.019
3 N 0.158
4 N 0.176
5 H 0.093
6 H 0.100

***

Entry Q
A cluster of 12 separate species, C12H48N24O12 in total, computed with ωB97M-V with the def2-TZVPD basis set.

Geometry as ORCA input:
```
! RIJCOSX wB97M-V def2-TZVPD def2/J DEFGRID3
* xyz 0 1
C -3.032 2.718 -3.351
O -3.079 1.814 -2.557
N -2.051 3.602 -3.376
N -4.005 2.931 -4.254
H -1.783 4.031 -4.263
H -1.243 3.237 -2.908
H -4.716 2.238 -4.408
H -3.883 3.710 -4.868
C 3.626 -3.941 -0.940
O 4.043 -4.865 -1.588
N 2.604 -3.167 -1.387
N 4.023 -3.558 0.276
H 2.459 -3.004 -2.366
H 1.998 -2.628 -0.800
H 3.789 -2.690 0.685
H 4.508 -4.250 0.836
C -2.802 -3.627 -0.922
O -3.230 -3.701 0.291
N -1.886 -2.688 -1.274
N -3.283 -4.464 -1.857
H -1.385 -2.821 -2.149
H -1.510 -2.170 -0.510
H -3.900 -5.130 -1.447
H -2.993 -4.288 -2.825
C -1.022 3.027 3.493
O -0.297 2.364 2.751
N -0.454 3.509 4.686
N -2.308 3.353 3.084
H 0.538 3.296 4.557
H -0.837 3.991 5.504
H -3.015 3.686 3.751
H -2.601 2.471 2.597
C -0.001 0.055 -0.541
O 0.472 -0.594 -1.464
N 0.321 -0.124 0.801
N -0.912 1.126 -0.835
H -0.115 0.413 1.531
H 1.016 -0.798 1.061
H -1.595 1.405 -0.136
H -1.527 1.112 -1.689
C 4.237 -1.120 4.735
O 4.729 -1.113 5.830
N 2.890 -1.163 4.511
N 4.947 -1.310 3.584
H 2.610 -0.760 3.613
H 2.291 -1.337 5.282
H 4.343 -1.673 2.836
H 5.737 -0.719 3.277
C 1.988 3.537 -0.474
O 3.017 3.391 -1.084
N 1.776 2.820 0.663
N 1.024 4.438 -0.803
H 2.453 2.113 0.804
H 0.972 2.871 1.224
H 1.246 5.088 -1.532
H 0.066 4.232 -0.544
C -1.960 -1.266 5.448
O -2.739 -0.346 5.702
N -0.592 -1.150 5.544
N -2.361 -2.558 5.204
H -0.024 -1.714 4.888
H -0.345 -0.202 5.358
H -1.830 -3.389 5.224
H -3.329 -2.800 5.169
C -1.882 -2.505 -4.615
O -2.302 -3.599 -4.353
N -2.600 -1.473 -4.769
N -0.528 -2.269 -4.445
H -3.503 -1.566 -4.316
H -2.217 -0.558 -4.876
H 0.120 -2.969 -4.694
H -0.257 -1.295 -4.666
C 3.882 -0.018 0.282
O 3.174 -0.906 0.919
N 4.840 0.699 0.996
N 3.613 0.359 -0.992
H 4.825 0.706 2.002
H 5.667 1.167 0.661
H 2.835 -0.201 -1.425
H 3.602 1.374 -1.216
C 0.265 1.692 -4.407
O -0.663 0.931 -4.649
N 0.643 2.685 -5.255
N 0.955 1.719 -3.309
H 0.224 2.429 -6.138
H 1.589 3.040 -5.196
H 1.465 2.562 -3.167
H 0.679 1.043 -2.639
C -3.089 0.045 1.561
O -3.031 1.282 1.498
N -2.868 -0.800 2.759
N -3.330 -0.768 0.465
H -3.261 -0.519 3.637
H -2.837 -1.775 2.565
H -3.524 -1.784 0.475
H -3.568 -0.182 -0.342
*
```

SMILES: NC(N)=O.NC(N)=O.NC(N)=O.NC(N)=O.NC(N)=O.NC(N)=O.NC(N)=O.NC(N)=O.NC(N)=O.NC(N)=O.NC(N)=O.NC(N)=O
Frontier orbital gap (Ha): 0.339

Löwdin atomic charge list, values in e, 6 entries:
1 C -0.736
2 O 0.031
3 N 0.177
4 N 0.176
5 H 0.112
6 H 0.073

***

entry P comes first in stability; the runner-up is 0.0520 hartree higher.

***

Entry P
A cluster of 2 separate species, C8H17N3O3 in total, computed with ωB97M-V with the def2-TZVPD basis set.

Geometry as ORCA input:
```
! RIJCOSX wB97M-V def2-TZVPD def2/J DEFGRID3
* xyz 0 1
O -5.629 -3.001 0.352
C -4.935 -3.644 1.025
N -4.022 -4.122 1.734
N -2.746 -3.583 1.403
C -2.514 -2.272 1.997
O -2.123 -2.226 3.128
O -2.674 -1.074 1.289
H -2.548 -3.607 0.399
H -3.543 -1.085 0.832
C 0.767 -0.597 1.153
C 1.218 0.808 0.781
N 2.134 0.851 -0.350
C 2.770 2.151 -0.526
C 1.876 3.339 -0.885
C 1.672 0.213 -1.574
C 0.364 0.715 -2.192
H 1.623 -1.248 1.347
H 0.161 -0.563 2.061
H 0.153 -1.051 0.371
H 1.723 1.227 1.657
H 0.330 1.432 0.612
H 3.561 2.065 -1.279
H 3.297 2.395 0.404
H 1.557 3.306 -1.927
H 2.435 4.270 -0.755
H 0.991 3.402 -0.249
H 1.564 -0.859 -1.380
H 2.461 0.268 -2.330
H -0.420 0.868 -1.447
H -0.009 -0.022 -2.908
H 0.507 1.645 -2.741
*
```

SMILES: O=C=NNC(=O)O.CCN(CC)CC
Frontier orbital gap (Ha): 0.288

natural (NBO) atomic charge list, values in e, 6 entries:
1 O -0.460
2 C 0.864
3 N -0.425
4 N -0.495
5 C 0.852
6 O -0.499

***

Entry Q
An isolated molecule of C8H17N3O3, computed with ωB97M-V with the def2-TZVPD basis set.

Geometry as ORCA input:
```
! RIJCOSX wB97M-V def2-TZVPD def2/J DEFGRID3
* xyz 0 1
C -2.438 -1.342 0.404
C -1.055 -2.059 0.432
C -0.381 -0.286 -1.220
C -0.819 -0.592 -2.593
C 0.626 0.826 -1.138
C 0.457 1.484 0.287
C 1.038 0.693 1.482
C 2.402 0.140 1.312
H -2.123 -0.062 1.998
H -3.281 0.488 0.895
H -3.191 -2.010 0.903
H -2.654 -1.251 -0.681
H 0.641 -2.071 -0.657
H -1.285 0.074 -0.701
H 1.663 0.428 -1.291
H 0.431 1.548 -1.889
H 0.895 2.498 0.266
H -0.569 1.793 0.510
H 1.070 1.430 2.304
H 0.300 -0.098 1.668
H 2.534 -0.429 2.212
H 2.476 -0.623 0.542
H 3.599 1.711 1.961
H 3.398 1.655 0.339
H -1.737 0.455 -3.953
N -2.408 -0.047 1.010
N -0.156 -1.486 -0.445
N 3.487 1.083 1.199
O -0.831 -2.953 1.189
O -0.799 -1.594 -3.241
O -1.288 0.597 -3.107
*
```

SMILES: NCCCC[C@H](NC(=O)CN)C(=O)O
Frontier orbital gap (Ha): 0.360

natural (NBO) atomic charge list, values in e, 6 entries:
1 C -0.324
2 C 0.689
3 C -0.225
4 C 0.788
5 C -0.400
6 C -0.405

***

entry Q comes first in stability; the runner-up is 0.0949 hartree higher.

***

Entry P
An isolated molecule of C4H8S2Si, computed with ωB97M-V with the def2-TZVPD basis set.

Geometry as ORCA input:
```
! RIJCOSX wB97M-V def2-TZVPD def2/J DEFGRID3
* xyz 0 1
C 2.566 0.550 0.157
C 2.401 -0.749 0.101
C -1.382 0.032 1.549
C -1.556 0.040 -1.669
Si -0.459 0.105 -0.118
S 0.902 1.762 -0.147
S 0.912 -1.608 -0.179
H 3.433 1.148 0.334
H 3.235 -1.420 0.243
H -0.684 -0.130 2.369
H -1.907 0.961 1.754
H -2.108 -0.772 1.574
H -1.054 -0.465 -2.490
H -2.482 -0.491 -1.471
H -1.817 1.037 -2.007
*
```

SMILES: C[Si]1(C)SC=CS1
Frontier orbital gap (Ha): 0.328

natural (NBO) atomic charge list, values in e, 6 entries:
1 C -0.201
2 C -0.406
3 C -1.112
4 C -1.110
5 Si 1.309
6 S -0.298

***

Entry Q
An isolated molecule of C4H8S2Si, computed with ωB97M-V with the def2-TZVPD basis set.

Geometry as ORCA input:
```
! RIJCOSX wB97M-V def2-TZVPD def2/J DEFGRID3
* xyz 0 1
C 2.952 0.323 -0.293
C 2.453 -0.833 -0.072
C -1.680 0.344 1.601
C -1.289 -0.249 -1.468
Si -0.468 0.356 0.139
S 0.625 2.126 0.050
S 0.906 -1.387 0.507
H 3.619 1.110 -0.512
H 3.043 -1.734 -0.230
H -2.547 0.941 1.331
H -2.017 -0.658 1.852
H -1.237 0.786 2.491
H -0.600 -0.173 -2.309
H -1.588 -1.290 -1.382
H -2.171 0.338 -1.707
*
```

Frontier orbital gap (alpha / beta) (Ha): 0.241 / 0.256

natural (NBO) atomic charge list, values in e, 6 entries:
1 C 0.098
2 C -0.474
3 C -1.109
4 C -1.118
5 Si 1.298
6 S -0.586

***

entry P comes first in stability; the runner-up is 0.0985 hartree higher.

***

Entry P
An isolated molecule of CHOPS, computed with ωB97M-V with the def2-TZVPD basis set.

Geometry as ORCA input:
```
! RIJCOSX wB97M-V def2-TZVPD def2/J DEFGRID3
* xyz 0 1
C 0.430 -0.185 -0.275
O -0.727 1.386 0.835
P -1.126 0.594 -0.372
S -0.111 -1.657 0.264
H 1.533 -0.139 -0.452
*
```

Frontier orbital gap (Ha): 0.308

Want to see where the charge sits? The natural (NBO) charges in e are:
1 C -0.639
2 O -0.990
3 P 1.294
4 S 0.079
5 H 0.255

***

Entry Q
A structure of composition CHOPS, computed with ωB97M-V with the def2-TZVPD basis set.

Geometry as ORCA input:
```
! RIJCOSX wB97M-V def2-TZVPD def2/J DEFGRID3
* xyz 0 1
C -0.683 0.220 0.111
O -0.787 1.212 -0.578
P 1.041 0.456 0.664
S 1.773 -1.094 -0.272
H -1.344 -0.795 0.075
*
```

Frontier orbital gap (Ha): 0.282

Want to see where the charge sits? The natural (NBO) charges in e are:
1 C 0.088
2 O -0.505
3 P 0.640
4 S -0.391
5 H 0.168

***

entry Q comes first in stability; the runner-up is 0.0122 hartree higher.

***

Entry P
An isolated molecule of C4H8FNO, computed with ωB97M-V with the def2-TZVPD basis set.

Geometry as ORCA input:
```
! RIJCOSX wB97M-V def2-TZVPD def2/J DEFGRID3
* xyz 0 1
C -1.672 0.495 -1.757
C -0.498 0.947 -0.935
C -0.037 -0.038 -0.006
C 1.111 0.240 0.933
H -2.606 1.117 -1.672
H -1.503 0.402 -2.790
H -2.003 -0.586 -1.466
H -0.672 2.040 -0.676
H 0.277 1.028 -1.690
H 0.714 0.279 1.920
H 1.832 -0.648 0.847
H -0.653 -2.623 1.327
N -0.702 -1.135 0.161
O -0.041 -1.890 1.093
F 1.826 1.355 0.547
*
```

SMILES: CC/C(CF)=N/O
Frontier orbital gap (Ha): 0.381

natural (NBO) atomic charge list, values in e, 6 entries:
1 C -0.618
2 C -0.482
3 C 0.184
4 C 0.000
5 H 0.208
6 H 0.208

***

Entry Q
A structure of composition C4H8FNO, computed with ωB97M-V with the def2-TZVPD basis set.

Geometry as ORCA input:
```
! RIJCOSX wB97M-V def2-TZVPD def2/J DEFGRID3
* xyz 0 1
C -0.369 -0.669 -0.680
C -1.410 0.346 -1.116
C 0.216 0.515 0.112
C 0.384 0.335 1.549
H -0.158 -1.960 -2.225
H 1.163 -1.914 -1.226
H -0.864 -1.428 -0.011
H -2.490 0.069 -1.002
H -1.229 0.644 -2.181
H 1.083 0.972 -0.367
H -0.407 -0.240 1.996
H 0.417 1.291 2.046
N 0.421 -1.359 -1.656
O -0.974 1.319 -0.233
F 1.601 -0.182 1.915
*
```

Frontier orbital gap (Ha): 0.384

natural (NBO) atomic charge list, values in e, 6 entries:
1 C -0.084
2 C -0.056
3 C 0.050
4 C 0.040
5 H 0.364
6 H 0.369

***

entry Q comes first in stability; the runner-up is 0.0333 hartree higher.